Below is a 14-piece molecular cluster, C68H178N14O20 overall in a non-equilibrium geometry, with properties calculated with the ωB97M-V functional and the def2-TZVPD basis.

Element x y z (Å)
C 15.01508 19.78003 13.44130
C 14.68328 21.25231 13.12904
C 13.53559 21.41955 12.10825
O 13.35623 22.80802 11.67774
C 14.39938 23.24999 10.84936
N 14.37859 21.90575 14.38776
H 15.74698 19.73112 14.24755
H 15.50009 19.30900 12.58632
H 14.08537 19.30159 13.74927
H 15.55519 21.70135 12.65339
H 12.64808 21.19090 12.69828
H 13.60790 20.76958 11.23623
H 14.14423 24.19116 10.36234
H 14.67786 22.56918 10.04496
H 15.27054 23.50970 11.45079
H 13.91076 21.29907 15.04593
H 13.79593 22.67102 14.07959
C 22.77870 22.18715 14.30604
C 21.60643 23.05268 14.72893
C 20.25458 22.22688 15.01459
O 19.10048 23.13684 15.11801
C 17.77396 22.57310 15.06365
N 22.03093 24.03553 15.69479
H 22.45769 21.52536 13.50162
H 22.89324 21.47653 15.12458
H 23.73290 22.63106 14.02222
H 21.35280 23.66706 13.86504
H 20.40315 21.70511 15.96000
H 20.13411 21.53188 14.18359
H 17.13281 23.35600 15.46874
H 17.64174 21.71846 15.72713
H 17.42496 22.26825 14.07705
H 21.18005 24.43169 16.06784
H 22.43924 24.87257 15.30394
C 18.94159 19.08062 17.69475
C 20.43461 19.16443 18.12390
C 20.77577 20.38598 18.98623
O 22.15055 20.42585 19.32006
C 22.96594 20.91557 18.26481
N 20.73700 17.95624 18.92199
H 18.51459 19.93728 17.17332
H 18.32409 19.05716 18.59267
H 18.77896 18.20910 17.06063
H 21.08229 18.98905 17.26491
H 20.19667 20.38831 19.90967
H 20.48828 21.25806 18.39893
H 22.95053 20.22294 17.42330
H 24.00501 20.96051 18.59101
H 22.65215 21.92175 17.98689
H 21.70995 17.95323 19.19301
H 20.26233 18.04759 19.80880
C 23.13876 23.68561 20.36731
C 22.26864 23.68340 21.64121
C 21.49591 24.93386 22.01988
O 22.33740 26.00804 22.31889
C 21.69848 27.25830 22.46558
N 21.45493 22.52475 21.58223
H 23.81283 22.83279 20.28725
H 23.78212 24.56522 20.34559
H 22.53673 23.76563 19.46218
H 22.88413 23.46755 22.51453
H 20.76366 24.89177 22.82619
H 20.91455 25.26643 21.15993
H 21.25292 27.59713 21.53028
H 22.41860 27.97979 22.85156
H 20.88024 27.19542 23.18295
H 20.51846 22.67827 21.23648
H 21.83004 21.99840 20.80612
C 14.85229 23.54460 24.17633
C 14.60870 22.09631 24.46570
C 14.25390 21.26765 23.23172
O 14.04588 19.96573 23.75889
C 13.79392 19.02588 22.77002
N 15.76064 21.60081 25.20087
H 15.56519 23.71050 23.36865
H 15.12982 24.08982 25.07845
H 13.89749 24.00364 23.91995
H 13.77649 22.03185 25.16669
H 14.98202 21.32573 22.42266
H 13.27808 21.61881 22.89622
H 13.17385 19.47624 21.99490
H 13.25057 18.16287 23.15484
H 14.76558 18.69216 22.40587
H 16.57766 21.63565 24.60811
H 15.51973 20.62237 25.13211
C 16.55296 10.27602 20.06401
C 16.34201 11.75148 19.72339
C 17.51430 12.47253 19.02104
O 17.23440 13.92726 18.99295
C 18.01327 14.60141 17.98386
N 15.14617 11.89477 18.99484
H 15.65237 9.86875 20.52354
H 17.38325 10.01071 20.71847
H 16.67307 9.63236 19.19259
H 16.15009 12.34392 20.61798
H 17.57125 12.12614 17.98912
H 18.44335 12.30068 19.56459
H 19.07210 14.49848 18.22135
H 17.79725 15.66978 17.98575
H 17.86836 14.18294 16.98787
H 15.12610 11.45296 18.08682
H 15.01327 12.87057 18.77067
C 15.47458 16.59387 25.50946
C 16.83202 17.23552 25.70269
C 16.92467 18.03279 26.94688
O 16.86507 17.32469 28.20754
C 17.54667 17.87837 29.35911
N 17.85172 16.19861 25.64047
H 15.55053 15.92667 24.65087
H 14.70460 17.34883 25.35049
H 15.18886 16.03820 26.40260
H 16.96609 17.95424 24.89426
H 16.26749 18.90239 26.94921
H 17.96633 18.34469 26.87099
H 17.05262 18.79341 29.68581
H 18.58416 17.95179 29.03305
H 17.55033 17.11269 30.13488
H 17.52419 15.62090 24.87951
H 17.65647 15.59997 26.43016
C 14.40881 14.73428 21.72290
C 13.03088 14.17541 21.17000
C 12.64443 14.95605 19.86492
O 13.68000 14.77424 18.90040
C 13.54086 15.57364 17.71526
N 13.04325 12.76888 20.94600
H 14.36550 15.81297 21.87342
H 15.32324 14.58811 21.14797
H 14.49283 14.29817 22.71832
H 12.24308 14.33007 21.90726
H 12.61713 16.00326 20.16609
H 11.65581 14.74049 19.45962
H 12.53449 15.50981 17.30145
H 14.22541 15.20770 16.95004
H 13.74815 16.62967 17.88825
H 12.22625 12.57482 20.38479
H 13.81015 12.43839 20.37789
C 19.18713 22.38262 24.43841
O 18.48882 22.78326 23.27979
C 18.24877 21.74185 22.27481
C 17.71118 22.23896 20.92886
N 18.65547 23.09070 20.23216
C 18.49872 23.42537 18.83657
C 19.61045 24.36078 18.26189
O 19.62359 25.63414 18.93702
C 20.49966 26.56557 18.33462
H 19.24452 23.25666 25.08715
H 20.19920 22.07673 24.17337
H 18.70303 21.57384 24.98579
H 17.54673 21.01899 22.69038
H 19.18482 21.25538 22.00045
H 16.80267 22.81644 21.09985
H 17.38562 21.37503 20.34943
H 18.90868 23.94802 20.70225
H 17.48923 23.80076 18.66887
H 18.64515 22.48261 18.30945
H 19.35032 24.63103 17.23846
H 20.58605 23.87559 18.23200
H 20.10427 27.01051 17.42150
H 21.51706 26.17583 18.30154
H 20.44675 27.42831 18.99868
C 22.92508 16.65768 27.39657
O 23.14037 17.74614 26.50299
C 22.45573 17.65842 25.18741
C 20.91178 17.69233 25.39613
N 20.42304 19.06355 25.62333
C 20.91658 19.63984 26.89831
C 20.26025 20.95833 27.36308
O 18.93090 20.77751 27.60151
C 18.22179 21.99220 27.91220
H 21.89134 16.70743 27.73863
H 23.64441 16.67563 28.21531
H 23.06976 15.68361 26.92930
H 22.67990 16.74393 24.63827
H 22.75436 18.46844 24.52200
H 20.56776 17.10234 26.24565
H 20.41425 17.24839 24.53388
H 19.41491 19.12491 25.62578
H 21.99439 19.80148 26.88086
H 20.70617 18.97963 27.73971
H 20.37886 21.75727 26.63114
H 20.75321 21.36302 28.24701
H 17.40611 21.68559 28.56699
H 17.81834 22.48325 27.02665
H 18.85974 22.73239 28.39515
C 13.78383 25.28850 14.00685
O 13.08235 24.81232 15.10426
C 13.90318 24.72561 16.33169
C 13.00506 24.46242 17.50216
N 12.48096 25.71478 18.05922
C 11.27709 25.46836 18.81380
C 10.77730 26.91340 19.31255
O 9.64356 26.81864 20.17896
C 9.22716 28.10065 20.59532
H 14.80589 24.92971 13.88535
H 13.65974 26.36935 14.07369
H 13.21370 25.05253 13.10832
H 14.34379 25.70274 16.52961
H 14.65272 23.99558 16.02613
H 13.54327 23.91603 18.27668
H 12.17107 23.87769 17.11403
H 12.16942 26.18543 17.22165
H 11.44625 24.74872 19.61480
H 10.52272 25.01061 18.17390
H 10.58355 27.48272 18.40347
H 11.57839 27.37406 19.89062
H 9.90710 28.48980 21.35318
H 8.21262 28.07445 20.99297
H 9.36918 28.89708 19.86483
C 20.33362 19.00121 22.30790
O 19.40591 18.48763 21.38741
C 18.39102 17.73226 22.11356
C 17.34441 17.21128 21.13390
N 16.78757 18.35620 20.51999
C 15.87712 17.90723 19.48201
C 15.04806 19.17486 19.07029
O 15.81007 19.96556 18.16312
C 15.14933 21.15013 17.79073
H 21.04724 18.22252 22.57715
H 19.99605 19.40633 23.26185
H 21.02605 19.70402 21.84455
H 17.91274 18.27239 22.93063
H 18.88988 16.87702 22.56940
H 16.56937 16.69061 21.69632
H 17.78389 16.58433 20.35809
H 17.58861 18.83226 20.13038
H 15.17037 17.14329 19.80606
H 16.29894 17.51746 18.55559
H 14.55405 19.71475 19.87812
H 14.24324 18.77025 18.45657
H 14.20660 21.12550 17.24413
H 15.85201 21.63805 17.11526
H 14.98187 21.79673 18.65210
C 11.21269 18.41088 19.97134
O 11.25624 18.16200 18.57340
C 11.40262 19.37345 17.80792
C 11.64974 18.94533 16.36018
N 12.09753 20.11268 15.57953
C 11.13742 21.24430 15.49138
C 9.87098 20.89183 14.75422
O 10.06345 20.68782 13.31388
C 8.82474 20.38253 12.73034
H 10.33864 18.99204 20.26525
H 12.10647 18.95982 20.26785
H 11.23831 17.41598 20.41588
H 12.25882 19.91269 18.21317
H 10.47557 19.94597 17.83796
H 10.70322 18.52774 16.01694
H 12.39126 18.14762 16.31657
H 12.21119 19.72030 14.65583
H 11.54585 22.06185 14.89733
H 10.92687 21.60864 16.49687
H 9.23406 21.74501 14.98773
H 9.34651 20.05671 15.21855
H 8.53664 19.34395 12.89296
H 8.78547 20.35250 11.64146
H 8.00167 20.99252 13.10258
C 21.48709 12.31988 22.35665
O 21.19209 13.58115 22.95913
C 20.42755 14.50731 22.22346
C 18.98421 14.16712 22.10154
N 18.32776 14.12575 23.40237
C 17.33417 13.01686 23.45251
C 18.02479 11.72361 23.80383
O 18.95749 11.90713 24.85653
C 19.64061 10.67759 25.33815
H 22.12529 11.61378 22.88790
H 21.84191 12.43326 21.33228
H 20.51313 11.85217 22.21259
H 20.88226 14.55804 21.23414
H 20.55932 15.47383 22.70984
H 18.80619 13.23912 21.55819
H 18.52102 14.89855 21.43930
H 19.02836 13.81841 24.06177
H 16.71869 12.92591 22.55751
H 16.64133 13.32499 24.23554
H 18.54437 11.42063 22.89479
H 17.43610 10.84980 24.08310
H 20.21815 10.28239 24.50247
H 18.87325 9.92633 25.52486
H 20.27949 10.94625 26.17943

Values from the calculation:
- ΔE to the lowest compared entry with this formula, charge and spin (eV) = 2.742
- lowest unoccupied orbital energy (Eh) = 0.017
- highest occupied orbital energy (eV) = -8.13
- energy (a.u.) = -4968.4441
- M (g/mol) = 1512.25
- charge = 0